Here is 16 unconnected molecules or ions with the total composition CH33NO15 from the Open Molecules 2025 dataset. Energies are from wB97M-V/def2-TZVPD.

The geometry in ORCA input format:
```
! RIJCOSX wB97M-V def2-TZVPD def2/J DEFGRID3
* xyz 0 1
C 1.06 2.80 1.07
N 1.53 1.64 1.14
H 1.19 3.36 0.31
H 0.40 3.25 1.95
H 1.32 0.92 1.92
H -1.13 0.57 -4.92
H -0.23 1.27 -4.07
O -1.02 1.02 -4.11
H 1.89 -1.59 -0.21
H 1.20 -2.73 0.49
O 2.02 -2.21 0.53
H -2.97 -0.72 -1.33
H -2.29 -0.44 0.06
O -2.48 -0.16 -0.79
H -2.45 -1.12 3.63
H -1.35 -1.79 2.83
O -1.60 -1.52 3.73
H 2.03 -0.94 -3.15
H 2.22 0.48 -3.45
O 1.81 -0.32 -3.72
H -1.39 -3.72 0.01
H -0.89 -3.79 1.46
O -1.18 -3.18 0.90
H -1.69 2.63 2.36
H -0.52 2.05 3.00
O -1.46 1.97 3.04
H -0.78 0.15 1.38
H -1.76 0.64 2.29
O -1.70 -0.16 1.63
H 2.16 0.80 4.31
H 3.07 1.25 3.31
O 2.50 1.56 3.99
H -1.21 -0.26 -2.52
H 0.23 -0.65 -2.99
O -0.49 -0.93 -2.45
H 2.97 1.42 -1.59
H 2.00 2.74 -1.72
O 2.75 2.29 -2.08
H 0.10 -3.41 -2.58
H -1.12 -2.62 -2.07
O -0.78 -3.48 -2.13
H -2.60 1.66 -0.98
H -2.35 2.02 -2.49
O -2.71 2.23 -1.71
H 0.00 -0.33 3.05
H 0.94 -1.40 2.41
O 0.83 -0.57 2.90
H 1.78 0.26 -0.38
H 0.65 -0.63 -1.09
O 1.53 -0.31 -1.15
*
```

frontier orbital gap = 10.682 eV
energy = -1241.0649 Ha
LUMO = 0.044 eV

Here is 9 unconnected molecules or ions with the total composition C72H77Br2N2O19S from the Open Molecules 2025 dataset. Energies are from wB97M-V/def2-TZVPD.

The geometry in ORCA input format:
```
! RIJCOSX wB97M-V def2-TZVPD def2/J DEFGRID3
* xyz 1 1
C -2.98 -5.26 -4.19
C -3.84 -4.46 -3.56
C -5.00 -3.48 -2.95
C -4.72 -3.39 -1.37
O -3.31 -3.59 -0.99
N -5.33 -2.18 -0.69
O -6.67 -2.35 -0.86
C -7.33 -2.86 0.34
C -6.60 -2.50 1.73
C -5.68 -3.73 2.31
C -4.79 -0.98 -1.40
C -5.21 0.37 -0.60
C -6.72 0.86 -0.81
C -6.86 2.10 -1.89
C -5.86 3.33 -1.58
C -5.82 3.81 -0.04
C -4.38 3.60 0.69
C -3.11 4.15 -0.16
C -1.96 2.99 -0.33
C -0.65 3.27 0.59
C 0.46 2.06 0.48
C 1.58 2.34 -0.66
O 1.16 1.72 -1.94
C 1.52 2.60 -3.05
C -5.06 -0.93 -2.99
S -3.69 0.21 -3.67
N -4.94 -2.21 -3.74
C -5.92 -2.37 -4.91
Br -5.53 -1.19 -6.45
C -7.47 -2.26 -4.48
C -8.34 -1.15 -5.28
Br -8.40 -4.04 -4.72
H -2.42 -6.06 -4.80
H -5.98 -4.10 -3.08
H -5.26 -4.30 -0.89
H -2.72 -2.99 -1.52
H -8.46 -2.56 0.40
H -7.34 -4.03 0.27
H -7.46 -2.38 2.52
H -6.04 -1.50 1.73
H -5.82 -3.78 3.47
H -6.03 -4.77 1.91
H -4.55 -3.56 2.13
H -3.63 -1.04 -1.28
H -5.09 0.11 0.54
H -4.39 1.15 -0.82
H -7.47 0.07 -1.16
H -7.14 1.28 0.19
H -6.63 1.73 -2.98
H -7.93 2.53 -1.93
H -4.82 3.02 -2.01
H -6.17 4.26 -2.21
H -6.06 4.96 -0.02
H -6.61 3.32 0.65
H -4.19 2.51 1.01
H -4.42 4.22 1.67
H -2.58 5.02 0.41
H -3.38 4.54 -1.21
H -1.57 2.94 -1.43
H -2.37 1.94 -0.04
H -0.91 3.33 1.73
H -0.09 4.23 0.28
H 1.04 1.93 1.48
H -0.02 1.04 0.23
H 1.80 3.47 -0.80
H 2.61 1.86 -0.39
H 0.65 3.35 -3.18
H 1.71 2.02 -4.03
H 2.47 3.24 -2.85
H -6.03 -0.33 -3.17
H -4.21 1.50 -3.80
H -3.99 -2.20 -4.21
H -5.75 -3.46 -5.29
H -7.56 -2.05 -3.34
H -7.98 -0.07 -5.13
H -8.48 -1.45 -6.40
H -9.41 -1.20 -4.82
C -6.31 -3.29 7.16
C -7.16 -3.61 8.14
C -7.35 -5.01 8.56
O -8.13 -5.30 9.45
C -6.56 -6.04 7.86
C -5.71 -5.72 6.88
C -5.52 -4.32 6.46
O -4.74 -4.03 5.57
H -6.16 -2.26 6.84
H -7.74 -2.86 8.66
H -6.72 -7.07 8.18
H -5.13 -6.47 6.36
C 6.56 3.58 -5.71
C 6.26 3.92 -4.45
C 5.53 3.00 -3.57
O 5.25 3.30 -2.42
C 5.14 1.68 -4.12
C 5.44 1.34 -5.38
C 6.18 2.27 -6.26
O 6.46 1.96 -7.41
H 7.10 4.25 -6.37
H 6.54 4.88 -4.03
H 4.61 1.02 -3.46
H 5.17 0.39 -5.80
C -3.53 -1.24 11.06
C -2.20 -1.19 11.23
C -1.29 -1.97 10.38
O -0.08 -1.93 10.54
C -1.89 -2.80 9.31
C -3.21 -2.85 9.14
C -4.13 -2.08 10.00
O -5.34 -2.12 9.84
H -4.21 -0.68 11.68
H -1.75 -0.59 12.01
H -1.20 -3.37 8.69
H -3.67 -3.46 8.36
C 6.74 4.58 -0.10
C 7.66 3.63 -0.28
C 9.07 3.85 0.08
O 9.91 2.98 -0.09
C 9.43 5.16 0.67
C 8.51 6.11 0.85
C 7.10 5.89 0.48
O 6.26 6.76 0.65
H 5.70 4.44 -0.36
H 7.41 2.66 -0.71
H 10.47 5.30 0.93
H 8.76 7.08 1.28
C 8.60 -1.34 -1.65
C 9.52 -2.29 -1.84
C 10.94 -2.08 -1.47
O 11.77 -2.94 -1.64
C 11.29 -0.77 -0.89
C 10.38 0.19 -0.70
C 8.96 -0.03 -1.07
O 8.12 0.83 -0.90
H 7.56 -1.48 -1.92
H 9.27 -3.26 -2.26
H 12.34 -0.62 -0.62
H 10.62 1.15 -0.27
C -12.14 -4.17 -1.25
C -11.43 -3.27 -0.58
C -11.81 -2.85 0.78
O -11.16 -2.03 1.40
C -13.02 -3.47 1.37
C -13.74 -4.37 0.69
C -13.35 -4.79 -0.67
O -14.00 -5.61 -1.29
H -11.87 -4.49 -2.25
H -10.54 -2.81 -0.99
H -13.29 -3.15 2.37
H -14.62 -4.83 1.11
C 14.90 6.03 3.68
C 13.76 6.22 3.02
C 12.81 5.11 2.79
O 11.77 5.28 2.18
C 13.18 3.78 3.32
C 14.33 3.59 3.98
C 15.27 4.71 4.21
O 16.31 4.54 4.81
H 15.60 6.84 3.85
H 13.47 7.19 2.62
H 12.48 2.98 3.14
H 14.61 2.63 4.37
C 11.07 -0.24 -7.36
C 10.15 -1.03 -6.80
C 10.48 -1.90 -5.66
O 9.64 -2.63 -5.16
C 11.87 -1.86 -5.15
C 12.79 -1.07 -5.70
C 12.46 -0.20 -6.84
O 13.30 0.53 -7.35
H 10.85 0.41 -8.20
H 9.14 -1.07 -7.17
H 12.09 -2.51 -4.31
H 13.81 -1.03 -5.34
*
```

energy above the lowest of the compared OMol25 structures with the same formula, charge and spin = 417.6 kJ/mol
frontier orbital gap = 7.321 eV
energy = -9874.0812 Ha
LUMO = -3.305 eV

Here is 2 unconnected molecules or ions with the total composition C4H7N2 from the Open Molecules 2025 dataset. Energies are from wB97M-V/def2-TZVPD.

The geometry in ORCA input format:
```
! RIJCOSX wB97M-V def2-TZVPD def2/J DEFGRID3
* xyz 1 3
C -1.20 -0.05 -1.41
C -1.63 0.05 0.09
C 2.38 -0.41 1.00
C -0.51 0.81 -0.41
N 1.04 -0.93 1.14
N 1.13 -0.03 0.34
H -1.05 -1.06 -1.91
H -1.70 0.52 -2.05
H -2.35 0.87 0.48
H -1.51 -0.70 0.85
H 2.71 0.21 1.87
H 3.12 -1.19 0.51
H -0.43 1.91 -0.51
*
```

energy above the lowest of the compared OMol25 structures with the same formula, charge and spin = 592.9 kJ/mol
frontier orbital gap (alpha / beta) = 7.192 / 7.602 eV
<S²> = 2.008
energy = -265.4987 Ha
LUMO (alpha / beta) = -5.449 / -8.873 eV

Here is C2H5F2N3 in the gas phase from the Open Molecules 2025 dataset. Energies are from wB97M-V/def2-TZVPD.

The geometry in ORCA input format:
```
! RIJCOSX wB97M-V def2-TZVPD def2/J DEFGRID3
* xyz 0 1
C -1.00 0.16 -0.09
C 1.46 -0.09 0.12
N -1.87 0.96 -0.48
N -1.26 -1.11 0.33
N 0.33 0.60 -0.32
F 2.44 0.78 0.38
F 2.01 -0.97 -0.77
H 1.33 -0.59 1.02
H -1.50 1.83 -0.86
H -2.10 -1.29 0.88
H -0.44 -1.56 0.80
H 0.61 1.29 -1.02
*
```

energy above the lowest of the compared OMol25 structures with the same formula, charge and spin = 26.7 kJ/mol
frontier orbital gap = 10.231 eV
energy = -443.2063 Ha
SMILES string = [H]/N=C(/N)NC(F)F
LUMO = 0.762 eV